Entry from OMol25: one molecule with the formula C22H30N2O5 (the ωB97M-V functional and the def2-TZVPD basis).

The geometry in XYZ format:
```
59
Properties=species:S:1:pos:R:3:lowdin_charge:R:1
O -3.796 1.462 2.563 0.12
O -1.992 0.209 2.344 0.11
O 4.066 -2.486 -0.794 0.07
O -0.374 4.228 -0.018 -0.12
O 2.047 -2.120 2.109 -0.04
N 3.486 -0.624 0.356 0.09
N 1.741 2.265 -0.102 -0.16
C -0.520 2.986 0.636 -0.18
C -1.549 -1.023 0.318 -0.10
C 0.847 2.419 1.036 -0.14
C -0.657 -1.855 -0.366 -0.01
C -3.170 0.713 1.856 -0.45
C 0.355 -0.579 3.604 0.00
C 0.445 4.109 -1.161 -0.19
C -4.358 -2.871 -2.862 -0.11
C 1.825 3.535 -0.810 -0.15
C 3.584 -1.952 0.181 -0.50
C 3.853 0.331 -0.665 -0.17
C 1.448 1.123 -0.953 -0.20
C -2.797 -0.544 -0.225 -0.16
C -3.886 -2.394 -1.495 -0.25
C 0.874 -1.820 1.485 -0.23
C 0.537 -2.242 0.197 0.00
C 3.058 -2.772 1.372 -0.08
C 2.712 0.605 -1.649 -0.15
C -1.199 -0.612 1.618 -0.15
C -0.001 -1.011 2.215 -0.13
C -3.269 -0.990 -1.575 -0.16
C -3.552 0.289 0.527 0.07
H -1.043 2.273 -0.025 0.12
H -3.152 -3.095 -1.093 0.11
H 1.393 -0.257 3.647 0.08
H 0.244 -1.419 4.289 0.10
H 3.064 1.328 -2.384 0.10
H 3.880 -2.916 2.080 0.14
H 0.692 1.339 -1.723 0.12
H -2.443 -0.995 -2.287 0.12
H -4.490 0.684 0.170 0.13
H -3.525 -2.924 -3.559 0.07
H -5.103 -2.191 -3.268 0.07
H -0.053 3.470 -1.908 0.12
H 4.140 1.260 -0.173 0.12
H -0.297 0.226 3.929 0.09
H 3.025 -0.268 1.178 0.14
H 2.341 4.239 -0.150 0.13
H 0.722 1.458 1.535 0.10
H -4.731 -2.368 -0.803 0.12
H -0.892 -2.191 -1.363 0.12
H 0.541 5.116 -1.571 0.13
H 1.046 0.329 -0.321 0.09
H 2.463 -0.319 -2.174 0.11
H 2.416 3.407 -1.716 0.12
H -4.025 -0.294 -1.940 0.12
H 4.704 -0.083 -1.210 0.12
H -4.804 -3.860 -2.784 0.07
H 1.209 -2.861 -0.373 0.12
H 2.738 -3.757 1.014 0.14
H 1.324 3.119 1.729 0.13
H -1.140 3.173 1.513 0.13
```

Results
Calculated total energy ... -36519.219 eV
Relative energy (zero: lowest compared OMol25 entry of this formula, charge and spin) ... 33.02 kcal/mol
SMILES ... CCCc1cc(=O)oc2c(C)c(OCC(=O)NCCCN3CCOCC3)ccc12

---

Entry from OMol25: one molecule with the formula C22H30N4OS (the ωB97M-V functional and the def2-TZVPD basis).

The geometry in XYZ format:
```
58
Properties=species:S:1:pos:R:3:lowdin_charge:R:1
S 0.346 2.691 -1.350 0.68
O 1.371 0.555 3.479 0.05
N 1.201 0.312 -2.019 0.10
N -0.685 1.114 -3.152 0.08
N 1.256 2.179 1.908 0.05
N 2.118 -1.712 -2.478 0.08
C 1.931 -0.008 1.197 -0.11
C -1.923 -1.322 -5.577 -0.07
C 3.174 -1.545 -1.506 -0.17
C -1.929 1.376 1.391 -0.16
C 0.307 1.282 -2.210 -0.86
C 1.801 -2.464 0.462 -0.20
C 1.162 -0.807 -2.705 -0.25
C 0.127 -1.061 -3.702 -0.06
C -1.939 1.724 3.839 -0.06
C 3.076 -2.576 -0.380 -0.18
C 0.678 3.186 2.764 -0.17
C -2.208 -0.088 1.713 -0.19
C 0.003 -2.224 -4.463 -0.02
C -0.806 -0.021 -3.898 -0.18
C 1.478 0.915 2.323 -0.50
C 1.885 -1.473 1.622 -0.19
C -1.009 -2.354 -5.389 -0.08
C -3.232 -0.173 2.839 -0.20
C -0.807 3.423 2.444 -0.14
C -2.643 0.431 4.110 -0.19
C -1.828 -0.164 -4.840 -0.01
C -1.595 2.153 2.634 -0.25
H 4.136 -1.659 -2.018 0.12
H 1.287 0.156 0.332 0.08
H -1.915 -0.262 4.546 0.12
H -2.810 1.827 0.919 0.13
H -2.570 -0.609 0.823 0.11
H 2.754 -1.703 2.241 0.12
H -1.343 1.873 -3.272 0.13
H 0.701 -3.039 -4.335 0.11
H 0.783 2.825 3.789 0.12
H 1.237 4.120 2.645 0.12
H 3.948 -2.464 0.265 0.11
H 0.961 -2.195 -0.183 0.10
H -1.177 4.207 3.108 0.11
H -1.093 -3.258 -5.972 0.10
H -2.533 0.642 -4.978 0.12
H -3.521 -1.212 3.017 0.11
H -1.281 -0.565 2.037 0.11
H 1.248 2.377 0.915 0.03
H -3.428 0.584 4.856 0.11
H -0.896 3.769 1.412 0.10
H -1.673 2.302 4.714 0.11
H -2.712 -1.430 -6.306 0.11
H 1.584 -3.449 0.883 0.11
H 2.072 -2.599 -2.952 0.13
H 3.125 -3.574 -0.826 0.10
H -4.128 0.381 2.551 0.11
H 3.090 -0.530 -1.124 0.10
H -1.108 1.457 0.676 0.05
H 2.946 0.289 0.923 0.13
H 1.005 -1.609 2.255 0.10
```

Results
Calculated total energy ... -42146.046 eV
Relative energy (zero: lowest compared OMol25 entry of this formula, charge and spin) ... 0.00 kcal/mol
SMILES ... O=C(CCCCCNc1nc(=S)[nH]c2ccccc12)NCCC1=CCCCC1